28
Properties=species:S:1:pos:R:3 method="wB97M-V/def2-TZVPD" gap_ha=0.297 e_tot_ha=-686.480548 lumo_energy_ev=-4.574 total_charge=+1 de_lowest_kcal_mol=116.7 homo_energy_ha=-0.465 mol_weight_g_mol=205.2
C -1.6361 -0.7090 -2.8503
C -2.1244 -1.9120 -2.3196
C -1.0550 0.2420 -2.0839
C -1.7546 -2.2794 -1.0797
C -0.7023 -0.1473 -0.7446
C -1.0304 -1.4241 -0.2599
C 0.1430 0.6099 0.1430
C 0.5680 -0.8222 1.3949
C -0.3167 -1.8940 0.9597
C 0.1607 2.9086 -0.4510
C 1.1342 2.1872 1.6018
N 1.7188 -1.2022 1.9129
N 0.4243 1.8268 0.4110
O 2.6996 -0.2992 2.0373
O 1.9022 -2.3374 2.3447
H -1.6903 -0.4223 -3.8974
H -2.6781 -2.6595 -2.8525
H -0.4922 1.0682 -2.4543
H -2.0748 -3.2002 -0.5058
H -1.0142 -2.2723 1.6696
H 0.2699 -2.6920 0.7068
H -0.8078 2.7016 -0.9405
H 0.0256 3.8934 0.0815
H 0.9060 2.8516 -1.1265
H 1.9326 2.9650 1.4107
H 0.4598 2.6128 2.4464
H 1.5184 1.1610 2.0070
H 3.5140 -0.7549 2.4386